The following is a quantum chemistry calculation of C49H65Br54Cl2INO6 as an isolated structure, from OMol25.

Atoms and positions in Å:
C 7.83 3.94 -0.29
C 6.49 4.40 -0.48
C 4.97 5.09 -0.59
C 3.83 3.89 -0.32
C 3.92 3.32 1.20
N 2.69 3.07 2.02
O 1.90 4.11 1.70
C 2.20 5.41 2.19
C 1.98 6.55 0.98
C 1.54 7.94 1.80
C -0.08 8.00 2.12
C 2.97 2.83 3.48
C 4.59 2.73 3.90
O 4.79 2.37 5.31
C 6.05 1.61 5.51
C 7.28 2.73 5.48
C 2.41 1.47 4.18
O 1.18 0.87 3.73
C 0.56 1.55 2.58
C -0.31 2.73 3.27
C -1.56 3.38 2.47
C -2.82 3.61 3.54
C -3.92 4.72 2.93
O -4.62 4.08 1.77
C -4.10 4.67 0.50
O -0.52 0.73 1.92
C -1.21 -0.13 2.88
O -2.37 0.28 3.46
C -0.75 -1.67 3.32
C -0.36 -1.86 4.94
C 0.08 -3.34 5.56
C 0.16 -4.65 4.56
C -0.22 -4.44 2.95
C -0.70 -2.96 2.32
C 1.79 1.89 1.57
I 0.58 2.41 -0.26
C 2.64 0.60 1.00
Cl 2.75 0.68 -0.89
C 2.11 -0.91 1.25
C 2.74 -1.65 2.61
Cl 2.95 -1.93 -0.13
H 8.96 3.86 0.09
H 4.88 5.50 -1.69
H 4.94 5.92 0.24
H 4.12 3.10 -1.17
H 2.84 4.39 -0.66
H 4.58 4.20 1.70
H 4.71 2.43 1.16
H 1.40 5.71 3.02
H 3.24 5.61 2.67
H 2.97 6.82 0.42
H 1.15 6.22 0.22
H 1.92 8.92 1.26
H 2.07 7.87 2.87
H -0.34 7.09 2.86
H -0.72 7.90 1.12
H -0.35 9.00 2.69
H 2.57 3.68 4.21
H 5.13 3.79 3.76
H 5.15 1.90 3.26
H 6.00 1.12 6.59
H 6.21 0.73 4.76
H 7.63 2.82 4.36
H 6.79 3.75 5.82
H 8.13 2.39 6.21
H 2.29 1.67 5.35
H 3.25 0.62 4.12
H -0.78 2.25 4.26
H 0.32 3.64 3.71
H -1.90 2.87 1.48
H -1.23 4.49 2.17
H -3.44 2.64 3.74
H -2.35 4.11 4.49
H -3.38 5.72 2.66
H -4.75 4.92 3.76
H -4.83 5.54 0.18
H -4.08 3.85 -0.34
H -2.98 5.03 0.63
H -0.38 -0.96 5.68
H 0.33 -3.39 6.72
H 0.47 -5.70 5.02
H -0.13 -5.42 2.29
H -0.98 -2.88 1.19
H 3.72 0.57 1.50
H 0.99 -1.14 1.07
H 3.79 -1.23 2.91
H 2.03 -1.58 3.54
H 2.80 -2.81 2.33
C 0.10 2.52 -4.77
Br -0.96 2.67 -3.15
Br 1.75 1.53 -4.47
Br -0.93 1.78 -6.24
H 0.39 3.53 -5.07
C 3.40 -6.10 0.32
Br 2.34 -5.95 1.94
Br 5.05 -7.09 0.62
Br 2.37 -6.84 -1.15
H 3.69 -5.08 0.03
C -3.28 -1.39 -8.03
Br -1.57 -2.30 -7.87
Br -4.44 -1.76 -6.51
Br -3.07 0.52 -8.33
H -3.78 -1.80 -8.92
C -8.12 5.57 5.08
Br -7.57 4.35 3.67
Br -6.74 5.81 6.42
Br -8.74 7.27 4.36
H -8.98 5.11 5.58
C -0.74 -5.61 -6.06
Br -2.65 -5.41 -5.78
Br 0.18 -6.16 -4.44
Br -0.34 -6.78 -7.56
H -0.35 -4.62 -6.32
C 6.65 -0.98 -0.32
Br 8.06 -0.90 -1.66
Br 7.37 -1.25 1.46
Br 5.48 0.57 -0.41
H 6.04 -1.86 -0.56
C -4.17 0.21 -1.76
Br -3.62 -1.01 -3.17
Br -2.79 0.45 -0.42
Br -4.79 1.91 -2.48
H -5.03 -0.25 -1.26
C -2.63 -8.62 -10.83
Br -0.92 -9.53 -10.67
Br -3.79 -8.99 -9.31
Br -2.42 -6.71 -11.13
H -3.13 -9.03 -11.72
C -0.83 9.57 6.01
Br 0.95 9.56 5.22
Br -1.94 8.14 5.30
Br -0.76 9.54 7.95
H -1.31 10.51 5.72
C -0.47 -9.63 0.18
Br 1.27 -10.25 0.82
Br -1.81 -11.04 0.26
Br -1.05 -8.03 1.11
H -0.34 -9.37 -0.87
C 11.61 0.56 1.83
Br 11.50 -0.38 3.53
Br 12.07 -0.64 0.37
Br 9.99 1.57 1.45
H 12.43 1.28 1.92
C 11.28 1.87 7.88
Br 12.67 1.87 6.52
Br 10.31 3.55 7.94
Br 10.07 0.35 7.68
H 11.77 1.75 8.85
C -5.95 -12.14 -7.35
Br -4.50 -11.62 -6.16
Br -5.29 -12.64 -9.11
Br -7.07 -13.52 -6.57
H -6.58 -11.25 -7.49
C -8.98 8.55 0.36
Br -8.39 6.81 1.02
Br -9.39 9.77 1.82
Br -7.71 9.32 -0.89
H -9.92 8.39 -0.19
C -12.59 13.10 1.88
Br -11.14 13.62 3.07
Br -11.93 12.60 0.12
Br -13.71 11.71 2.66
H -13.22 13.98 1.74
C -11.09 -14.94 -5.99
Br -11.01 -13.07 -5.48
Br -11.63 -16.07 -4.50
Br -12.23 -15.21 -7.55
H -10.08 -15.24 -6.27
C -1.36 -10.89 -14.91
Br 0.35 -11.79 -14.75
Br -2.52 -11.25 -13.39
Br -1.15 -8.98 -15.21
H -1.86 -11.29 -15.80
C -1.56 -14.53 -8.08
Br -3.29 -15.11 -7.41
Br -1.73 -13.10 -9.38
Br -0.35 -14.05 -6.63
H -1.11 -15.39 -8.60

The LUMO energy is -2.8186 eV. Its spin multiplicity is 1. Its total charge is +1. The total energy is -142625.5774 a.u.

=====

The following is a quantum chemistry calculation of C49H66GeN3O6SiTa as an isolated structure, from OMol25.

Atoms and positions in Å:
Ta -1.85 0.31 0.81
C -4.59 -0.80 -0.62
N -4.13 -0.22 0.67
C -4.86 1.08 0.86
C -4.52 -1.08 1.79
C -5.73 -1.74 1.87
C -6.05 -2.41 3.04
C -5.17 -2.40 4.12
C -3.95 -1.74 4.03
C -3.62 -1.09 2.85
N -2.42 -0.41 2.58
C -1.32 -0.37 3.47
C -0.85 -1.45 4.21
C 0.28 -1.28 5.00
C 0.95 -0.06 5.02
C 0.52 1.00 4.23
C -0.61 0.82 3.45
N -1.11 1.76 2.45
C -0.08 2.71 1.99
C -2.25 2.56 3.00
H -5.68 -0.82 -0.64
H -4.21 -1.81 -0.71
H -4.26 -0.18 -1.44
H -5.93 0.87 0.88
H -4.63 1.75 0.03
H -4.57 1.53 1.81
H -6.43 -1.73 1.06
H -6.99 -2.94 3.12
H -5.43 -2.90 5.04
H -3.29 -1.72 4.89
H -1.35 -2.41 4.16
H 0.65 -2.10 5.59
H 1.82 0.07 5.64
H 1.07 1.92 4.21
H 0.19 3.40 2.80
H -0.49 3.29 1.17
H 0.80 2.17 1.66
H -1.87 3.20 3.80
H -3.00 1.89 3.41
H -2.67 3.17 2.21
O -1.00 -1.64 0.58
C 0.17 -1.18 0.76
O 0.21 0.11 0.79
C 1.38 -2.01 0.88
C 2.55 -1.35 1.60
Ge 4.26 -1.86 0.74
C 5.62 -0.61 1.32
C 5.43 0.23 2.42
C 6.41 1.12 2.82
C 7.60 1.19 2.11
C 7.81 0.37 1.01
C 6.82 -0.52 0.62
C 4.68 -3.69 1.19
C 3.96 -4.77 0.68
C 4.26 -6.07 1.05
C 5.28 -6.31 1.95
C 6.01 -5.25 2.48
C 5.71 -3.95 2.10
C 3.92 -1.59 -1.17
C 3.64 -0.29 -1.59
C 3.42 0.00 -2.93
C 3.47 -1.02 -3.87
C 3.73 -2.32 -3.47
C 3.96 -2.60 -2.13
H 1.63 -2.25 -0.16
H 1.08 -2.96 1.33
H 2.56 -1.63 2.65
H 2.47 -0.26 1.55
H 4.51 0.17 2.99
H 6.25 1.76 3.68
H 8.37 1.89 2.42
H 8.74 0.43 0.46
H 7.00 -1.15 -0.24
H 3.15 -4.60 -0.03
H 3.69 -6.89 0.64
H 5.52 -7.32 2.24
H 6.81 -5.44 3.18
H 6.30 -3.13 2.50
H 3.64 0.53 -0.87
H 3.25 1.02 -3.25
H 3.32 -0.80 -4.92
H 3.79 -3.11 -4.20
H 4.20 -3.61 -1.84
C 1.13 2.52 -1.52
C 0.17 3.37 -2.33
C -0.19 4.66 -1.63
C 0.70 3.62 -3.73
O -1.07 2.61 -2.51
Si -2.13 1.69 -1.78
O -2.22 1.90 -0.10
O -1.70 0.07 -1.53
C -1.31 -0.91 -2.63
C -1.26 -0.15 -3.95
C 0.06 -1.48 -2.31
C -2.36 -1.99 -2.67
O -3.60 1.76 -2.38
C -4.33 2.78 -3.15
C -3.74 2.85 -4.55
C -4.20 4.11 -2.42
C -5.77 2.30 -3.18
H 2.09 3.03 -1.41
H 1.32 1.57 -2.02
H 0.74 2.32 -0.53
H 0.71 5.24 -1.42
H -0.69 4.46 -0.68
H -0.85 5.27 -2.24
H 1.57 4.27 -3.68
H -0.05 4.11 -4.34
H 1.00 2.69 -4.21
H -0.43 0.55 -3.98
H -2.19 0.39 -4.14
H -1.13 -0.87 -4.75
H 0.77 -0.70 -2.01
H 0.47 -1.94 -3.21
H -0.01 -2.25 -1.55
H -3.33 -1.60 -2.94
H -2.42 -2.51 -1.71
H -2.07 -2.73 -3.42
H -2.69 3.14 -4.52
H -4.28 3.59 -5.14
H -3.83 1.89 -5.05
H -3.15 4.42 -2.37
H -4.59 4.03 -1.40
H -4.75 4.89 -2.93
H -5.83 1.32 -3.65
H -6.38 3.00 -3.75
H -6.18 2.24 -2.17

The LUMO energy is -5.9033 eV. Its spin multiplicity is 1. Its total charge is +2. The total energy is -4945.8050 a.u.

=====

The following is a quantum chemistry calculation of C49H66N4OP3Re as an isolated structure, from OMol25.

Atoms and positions in Å:
Re -0.21 -0.07 0.07
C 5.06 -1.39 -0.11
C 3.69 -1.36 0.56
C 3.21 -2.79 0.72
P 2.46 -0.21 -0.30
C 3.13 0.11 -2.02
C 2.86 -1.05 -2.97
C 2.56 1.40 -2.59
C 2.79 1.36 0.57
C 4.00 1.74 1.13
C 4.13 2.96 1.81
C 5.44 3.42 2.33
C 3.00 3.76 1.94
C 1.80 3.42 1.35
C 1.68 2.22 0.63
N 0.51 1.88 -0.06
C -0.08 2.92 -0.74
C 0.65 4.07 -1.13
C 0.04 5.17 -1.66
C -1.35 5.20 -1.84
C -2.04 6.45 -2.27
C -2.06 4.02 -1.60
C -1.45 2.89 -1.09
P -2.19 1.24 -0.94
C -3.85 1.29 -0.06
C -4.66 2.56 -0.28
C -3.72 1.09 1.44
C -2.56 0.73 -2.70
C -1.22 0.69 -3.45
C -3.56 1.59 -3.45
H 5.73 -1.97 0.53
H 5.51 -0.41 -0.24
H 5.02 -1.88 -1.07
H 3.77 -0.92 1.57
H 3.15 -3.28 -0.25
H 2.24 -2.83 1.21
H 3.92 -3.34 1.33
H 4.21 0.23 -1.87
H 1.83 -1.01 -3.31
H 3.05 -2.02 -2.52
H 3.50 -0.95 -3.85
H 1.47 1.40 -2.55
H 2.86 1.50 -3.62
H 2.93 2.27 -2.05
H 4.87 1.11 1.04
H 6.19 2.64 2.33
H 5.34 3.83 3.33
H 5.80 4.23 1.69
H 3.07 4.69 2.49
H 0.95 4.08 1.44
H 1.73 4.07 -1.01
H 0.63 6.03 -1.94
H -1.33 7.26 -2.38
H -2.78 6.74 -1.52
H -2.57 6.31 -3.21
H -3.12 4.03 -1.81
H -4.38 0.43 -0.49
H -4.13 3.42 0.12
H -5.58 2.46 0.29
H -4.93 2.74 -1.31
H -3.48 2.04 1.92
H -2.94 0.38 1.71
H -4.66 0.74 1.85
H -2.98 -0.28 -2.65
H -0.86 1.70 -3.62
H -1.33 0.19 -4.41
H -0.47 0.15 -2.86
H -3.23 2.62 -3.52
H -4.55 1.55 -2.99
H -3.66 1.21 -4.46
N -1.35 -1.42 2.82
P -0.18 -0.18 2.72
C -1.05 1.20 3.54
C -1.69 1.02 4.77
C -2.35 2.09 5.36
C -2.37 3.33 4.74
C -1.75 3.51 3.52
C -1.10 2.44 2.92
C 0.92 -0.75 4.04
C 1.12 -2.11 4.27
C 1.86 -2.52 5.37
C 2.41 -1.57 6.22
C 2.25 -0.22 5.96
C 1.52 0.20 4.86
C -2.08 -1.95 1.80
C -3.01 -2.97 2.08
C -3.74 -3.52 1.06
C -3.53 -3.06 -0.24
C -2.60 -2.07 -0.44
N -1.90 -1.50 0.55
H -1.54 -1.81 3.74
H -1.67 0.06 5.26
H -2.86 1.94 6.30
H -2.89 4.16 5.21
H -1.77 4.47 3.03
H -0.65 2.56 1.94
H 0.70 -2.86 3.61
H 1.99 -3.57 5.58
H 2.97 -1.88 7.09
H 2.67 0.52 6.63
H 1.39 1.25 4.65
H -3.12 -3.30 3.10
H -4.46 -4.30 1.27
H -4.08 -3.46 -1.07
H -2.38 -1.73 -1.44
O 0.35 -2.37 -0.11
C 0.37 -3.32 -0.92
C 0.47 -4.71 -0.36
C -0.03 -5.88 -1.22
C -1.25 -5.52 -2.07
C -0.87 -4.89 -3.42
C 0.38 -4.02 -3.32
N 0.30 -3.07 -2.22
H -0.11 -4.68 0.57
H 1.50 -4.88 -0.06
H -0.29 -6.68 -0.54
H 0.77 -6.26 -1.86
H -1.90 -4.84 -1.50
H -1.83 -6.42 -2.25
H -1.71 -4.31 -3.80
H -0.66 -5.68 -4.14
H 1.27 -4.63 -3.20
H 0.50 -3.44 -4.24
H 0.21 -2.09 -2.45

The LUMO energy (alpha / beta) is -8.8077 / -9.7859 eV. The value obtained for the energy relative to the best compared isomer or geometry (same formula, charge and spin) is 0.000 eV. Its spin multiplicity is 2. Its total charge is +3. The total energy is -3302.6002 a.u.